Formula: C30H55ClP2Si2TeZr
Source: the Open Molecules 2025 dataset
Level of theory: the ωB97M-V functional and the def2-TZVPD basis

Output
orbital gap = 5.23 eV
E_HOMO = -6.14 eV

Element x y z (Å)
H -3.282 3.174 0.786
H -4.708 -5.449 2.549
H 4.038 1.995 3.357
H -0.322 5.244 3.180
H -0.284 5.888 1.517
C -0.011 5.028 2.148
C 1.430 2.103 -1.676
H -2.221 -5.329 2.337
H 2.989 -1.332 -5.457
H 1.240 -1.533 -5.393
H -1.569 0.187 4.616
H -0.485 -0.766 5.657
C 1.369 2.682 -0.378
C 0.071 1.953 -2.178
C -2.232 -3.377 1.421
C 0.383 -0.254 3.776
C -4.241 -4.567 2.109
H -1.872 2.661 -1.301
H 3.669 -0.385 -1.950
C -0.531 0.078 4.955
H -1.877 1.538 2.560
H 0.623 -2.963 -0.132
H -3.097 1.416 -3.190
C -2.684 4.044 1.081
C 2.161 -1.663 -4.815
H 1.420 -0.378 4.125
C 0.076 -3.396 -0.980
H -1.129 -1.450 2.784
C 3.504 -1.113 -2.751
H 1.078 4.904 2.121
H -1.623 -0.951 -3.028
C 2.129 -0.681 0.372
H 0.216 -3.452 -4.446
H 2.219 3.024 0.217
H -2.691 4.784 0.268
H 3.014 -0.088 0.143
H 2.335 1.920 -2.260
H -3.148 4.502 1.967
Zr 0.362 0.462 -0.209
C -0.956 2.120 2.726
H 3.495 1.280 1.824
C -0.151 -3.663 -3.436
C -0.097 -1.559 3.145
H 2.163 0.220 -3.778
C 1.734 2.521 4.560
H 2.526 3.243 4.803
C 1.903 2.104 3.098
H 2.299 -2.733 -4.615
C 0.341 1.743 -5.205
H 0.029 2.766 -5.469
H 0.780 3.012 4.777
C -2.444 1.799 -3.984
P 0.717 -1.137 -2.432
H 3.511 -2.110 -2.291
H 0.118 -4.493 -0.884
C -0.029 2.907 -0.039
P 0.494 1.051 2.478
H 1.846 1.662 5.233
H -0.241 0.983 5.499
C 0.652 -2.977 -2.330
C -4.438 -2.366 1.103
H -5.022 -1.514 0.743
H -2.819 1.433 -4.950
H 1.707 -3.286 -2.384
H -0.079 -4.747 -3.273
H -2.485 2.897 -3.992
H -0.977 -3.089 -0.905
H 3.258 0.395 3.333
Si -0.929 3.550 1.478
Te -2.340 -0.481 0.041
H -0.085 -2.363 3.897
Cl 4.060 -2.480 1.265
H 1.416 1.747 -4.993
H -1.210 -3.379 -3.379
C -0.784 2.531 -1.192
Si -0.685 1.227 -3.736
H -0.588 -1.135 -4.491
H 2.183 -0.911 1.441
H -1.141 -3.328 1.314
C -3.029 -2.304 0.984
C 2.204 -0.848 -3.521
C -2.847 -4.509 1.993
H 0.147 1.089 -6.067
H 4.348 -1.050 -3.450
H -6.111 -3.554 1.758
H 0.527 -1.882 2.301
H 2.251 -1.630 -0.160
H 1.879 3.006 2.470
C 3.247 1.397 2.885
C -5.027 -3.502 1.666
C -0.673 -0.657 -3.504
H -0.964 2.541 3.742

Force components x, y, z for each atom (eV/Å):
0.030 0.174 0.028
0.099 0.269 -0.127
-0.104 -0.180 -0.083
0.126 0.022 -0.246
0.193 -0.108 0.228
-0.085 0.215 0.024
-0.571 0.750 -0.030
-0.171 0.119 -0.058
-0.140 -0.151 0.118
0.120 0.003 0.138
0.198 -0.042 0.125
-0.098 0.205 -0.097
-0.561 0.529 -0.596
0.032 0.776 0.336
-0.375 0.115 -0.006
0.155 -0.334 -0.151
0.417 0.020 -0.017
0.588 -0.352 0.190
-0.063 -0.209 -0.141
0.039 0.031 0.167
0.335 0.110 0.084
-0.055 -0.137 -0.204
0.030 0.101 -0.147
0.054 0.015 -0.242
0.239 0.064 -0.189
-0.260 -0.079 -0.041
-0.057 -0.242 0.240
0.230 0.010 0.165
0.056 0.060 -0.015
-0.235 0.119 0.032
0.352 0.022 -0.132
-0.472 0.796 -0.324
-0.119 -0.023 0.216
-0.275 -0.452 -0.158
-0.119 -0.148 0.175
0.271 -0.175 0.089
-0.300 -0.196 0.419
0.099 -0.118 -0.192
-0.749 -1.634 0.583
-0.132 0.525 0.174
-0.078 -0.031 0.242
0.054 -0.119 -0.120
-0.045 -0.370 -0.043
0.011 -0.215 0.025
0.223 0.189 0.097
-0.138 -0.190 0.024
-0.160 -0.062 -0.292
0.016 0.233 -0.047
-0.068 0.130 -0.187
0.218 -0.228 -0.053
0.126 -0.098 -0.085
0.040 0.191 0.165
-0.156 -0.061 -0.579
0.114 0.221 -0.059
-0.032 0.298 0.034
0.123 0.280 -0.795
-0.200 0.384 0.478
0.022 0.195 -0.141
-0.102 -0.179 -0.134
0.145 -0.103 0.335
0.810 -0.182 0.042
0.031 -0.449 0.214
0.081 0.065 0.225
-0.255 -0.035 0.058
-0.096 0.205 -0.097
-0.111 -0.235 -0.013
0.245 -0.106 -0.089
0.117 0.197 -0.122
0.253 -0.190 0.466
-0.228 -0.076 0.138
-0.023 0.175 -0.237
0.642 -0.687 0.333
-0.225 0.044 -0.142
0.218 -0.099 -0.026
0.440 -0.224 0.111
0.285 -0.478 -0.148
-0.213 0.013 0.254
0.152 -0.022 -0.321
-0.612 -0.121 0.155
-0.202 -0.163 -0.021
-0.195 0.151 0.234
-0.074 0.659 -0.321
0.099 0.205 0.156
-0.118 -0.059 0.178
0.241 0.012 -0.021
-0.063 0.066 0.249
0.118 0.226 0.232
0.014 -0.159 0.146
0.060 0.054 -0.030
0.043 0.240 -0.109
-0.084 0.232 -0.502
-0.185 -0.194 -0.192

=====

Formula: C30H55F12N10P2
Source: the Open Molecules 2025 dataset
Level of theory: the ωB97M-V functional and the def2-TZVPD basis

Output
orbital gap = 6.54 eV
energy relative to the best compared isomer or geometry (same formula, charge and spin) = 157.40 kcal/mol
total charge = +3
E_HOMO = -12.14 eV

Element x y z (Å)
H 1.289 9.123 5.794
P -9.096 -3.896 1.059
H 5.038 -1.204 5.405
N 5.274 -2.985 6.507
C -7.780 1.729 -8.747
C -2.202 -8.163 -2.206
H -7.822 1.587 -9.827
H 4.486 -2.853 8.466
F -9.237 -2.715 -0.098
H 2.900 -7.409 0.292
H 0.828 -1.455 -4.503
H 4.702 3.188 -1.140
C -2.754 -6.898 -2.974
C 4.290 2.210 -1.390
H 1.698 -2.963 -4.300
H 2.382 -8.465 -2.174
C -0.770 10.493 3.390
C 5.644 -2.089 5.531
H 7.953 -4.905 3.810
C 0.511 13.907 3.603
H 4.350 -2.730 -3.880
H 9.785 -5.573 5.386
C 2.739 0.122 -3.469
C 4.010 -1.737 -3.627
N 0.168 12.492 3.609
C -6.489 3.201 -6.351
C -6.456 1.474 -8.046
C 1.983 -6.845 0.126
C 9.185 -4.699 5.639
H -3.811 -7.085 -3.162
N 2.797 -1.194 -3.870
N 4.048 0.538 -3.148
H -5.123 2.175 -2.626
C -6.226 1.171 -5.580
C -0.811 11.797 2.961
H -2.285 -6.647 -3.925
H -8.633 1.328 -8.199
H 8.931 -4.697 6.699
H 6.154 -4.897 7.178
F -8.577 -4.872 -0.084
N 6.909 -3.964 5.368
N -6.421 1.935 -6.694
H -1.473 12.361 2.319
N 0.294 10.355 4.273
H -1.483 9.698 3.232
H 3.569 -1.915 7.236
H -8.115 2.766 -8.773
F 1.001 -0.976 1.236
C 4.755 -0.648 -3.134
C 1.799 -1.931 -4.637
H 3.489 -3.656 7.252
P -0.478 -0.648 1.838
C -0.273 -7.315 -0.775
H 1.835 0.695 -3.616
H 4.037 2.585 -3.464
H -2.384 -9.079 -2.770
H 5.797 -0.545 -2.870
H 9.749 -3.838 5.282
H 4.656 1.410 -0.746
F -10.616 -4.431 0.784
H 7.429 -5.819 5.178
F -1.247 -1.454 0.597
H -6.190 0.095 -5.498
C 6.699 -2.711 4.885
H 1.221 14.184 4.383
H 2.001 -1.920 -5.708
H 3.205 2.215 -1.285
H -2.803 -8.279 -1.304
H 0.823 7.018 4.636
C 1.379 -8.194 -1.881
N -0.772 -8.038 -1.859
H 1.894 7.945 3.774
H 7.331 -2.392 4.069
F -9.482 -2.823 2.171
H 1.460 -6.753 1.078
C 4.558 1.899 -2.796
F -7.492 -3.623 1.336
C -6.000 1.704 -3.070
H -6.305 0.406 -8.207
H 0.221 7.849 3.194
H -6.933 2.003 -2.593
C 0.535 9.126 5.007
C -6.321 3.302 -4.978
N 1.062 -7.406 -0.791
H -0.936 -6.766 -0.123
H -2.710 -5.997 -2.362
H -0.332 14.587 3.482
C 0.846 11.589 4.421
F 0.235 0.175 3.079
C 6.151 -4.055 6.502
H 1.007 13.941 2.632
C 0.847 7.955 4.080
C 4.157 -2.813 7.428
F -9.055 -5.037 2.191
H 0.043 -8.948 -3.591
F -0.477 0.794 1.028
N -6.078 2.040 -4.523
H -6.367 4.120 -4.275
H -5.880 0.620 -3.076
H 2.262 -5.844 -0.204
H 5.622 2.045 -2.983
H -6.576 4.015 -7.055
F -2.002 -0.453 2.420
C 7.867 -4.862 4.895
H -5.736 2.065 -8.612
H -0.383 8.852 5.528
C 0.229 -8.604 -2.584
F -0.293 -2.004 2.709
H 1.567 11.838 5.186

Force components x, y, z for each atom (eV/Å):
0.172 0.986 -0.299
0.179 -0.491 -0.080
0.485 0.073 -0.272
2.101 -1.005 0.362
-1.593 1.549 0.369
-0.937 1.510 -0.533
0.377 -1.107 0.208
0.077 0.191 -0.137
0.180 -0.358 0.713
-0.362 -0.368 -0.370
0.037 -0.024 0.091
-0.035 -0.174 0.197
0.039 -0.669 0.569
-1.092 -0.066 1.065
0.292 0.177 0.166
0.080 0.291 0.412
0.078 0.498 -0.109
0.709 -1.700 0.032
-0.151 0.593 0.071
0.514 0.034 -2.167
-0.338 0.118 0.082
0.127 -0.007 0.322
2.185 -0.643 -1.328
2.036 3.089 1.171
1.413 -2.666 3.266
0.115 3.154 1.835
-0.786 0.043 -2.809
0.534 1.320 1.484
-0.037 -0.539 -0.827
0.017 -0.004 -0.047
-0.540 1.088 0.500
-2.763 -2.969 -0.417
-0.184 0.018 -0.100
0.479 1.801 0.822
-0.157 0.022 0.331
0.239 -0.462 0.016
0.100 -0.881 -0.354
0.587 0.218 0.023
-0.223 0.084 -0.058
0.042 -1.097 -0.949
-2.499 3.209 2.602
0.331 -3.226 1.646
-0.142 -0.478 -0.070
-0.299 2.603 -0.294
0.288 0.016 -0.227
0.503 0.074 -0.148
0.661 0.653 0.504
-0.015 0.211 -0.811
0.799 -0.321 -0.724
-1.342 0.288 0.012
-0.101 0.054 0.162
-0.904 0.158 0.804
-1.162 -1.433 -2.191
0.288 0.270 0.190
0.013 -0.027 -0.024
0.495 0.088 -0.106
-0.008 -0.509 -0.033
-0.153 0.194 0.436
0.245 0.282 0.183
0.000 1.251 -0.219
0.344 -0.390 -0.186
1.473 0.544 0.288
0.059 0.141 -0.228
-0.570 1.225 -1.319
-0.403 -0.209 0.037
0.397 0.101 0.141
-0.039 0.278 0.515
0.302 0.088 0.172
-0.558 0.059 0.190
-0.161 -1.117 -1.859
-0.381 1.141 1.862
0.024 0.516 -0.368
-0.346 0.213 -0.047
-0.464 0.333 -0.048
0.230 0.099 0.059
-0.200 -0.015 -1.185
-0.328 0.927 0.011
0.071 -0.690 -1.108
0.661 0.094 0.847
-0.106 0.186 0.187
0.196 -0.105 0.031
-0.457 -1.937 0.106
0.230 -0.246 -0.961
-1.585 -2.067 -2.309
0.320 -0.034 0.248
0.079 -0.127 0.234
-0.200 -0.379 0.646
-1.644 -0.035 -0.915
-0.624 -0.295 -0.365
-1.472 0.758 -1.692
0.506 0.886 0.087
0.993 -0.537 -0.022
-0.596 -0.852 0.349
0.578 -0.508 0.394
0.283 -0.578 0.320
-0.493 -1.136 -0.037
-1.217 -0.844 -0.970
0.098 0.088 -0.362
-0.081 0.097 0.596
-0.001 0.012 0.033
0.011 -0.908 -0.526
-0.189 -0.241 -0.042
1.514 0.651 0.065
1.162 -2.396 0.413
0.488 -0.386 0.185
-0.209 0.427 0.007
1.734 2.301 2.129
-0.569 -0.177 -0.219
0.148 0.059 -0.330

=====

Formula: C30H55F2NO12
Source: the Open Molecules 2025 dataset
Level of theory: the ωB97M-V functional and the def2-TZVPD basis

Output
orbital gap = 8.13 eV
energy relative to the best compared isomer or geometry (same formula, charge and spin) = 22.75 kcal/mol
E_HOMO = -7.85 eV

Element x y z (Å)
H 4.993 8.224 -0.549
C -10.674 -10.052 -1.180
H 1.660 4.961 3.082
H 5.928 -2.048 -3.884
H -0.179 3.128 -5.046
H 2.106 8.451 -1.095
C -2.448 4.371 -5.358
N 2.517 7.096 1.565
H 5.540 8.310 2.892
H -6.135 -5.514 -5.813
H -6.758 -3.895 -5.242
H 1.471 6.423 4.147
O -3.181 2.068 -5.438
C 4.612 -9.971 5.703
C -0.086 -2.564 0.997
O 4.314 -8.279 4.181
H 4.013 6.743 -0.728
C 2.162 5.718 3.685
H 4.467 4.777 3.367
C -4.604 1.498 2.590
H 2.486 9.964 -0.358
H -4.775 0.962 -0.239
C -4.714 2.365 1.341
H 1.306 8.890 0.394
O -8.416 -10.517 -1.543
F -9.799 -10.626 -3.363
H -3.481 4.584 -5.085
H -4.241 2.144 3.390
O -3.893 -3.618 -8.208
O 7.515 0.190 -2.431
H -0.628 1.536 -5.784
C -0.893 2.305 -5.058
C 4.484 -8.515 5.340
C 3.173 6.500 2.802
C 3.655 7.618 3.715
H -1.249 -4.391 1.116
H 8.385 -2.048 -1.299
C 6.855 -0.853 -2.227
C -8.492 -9.383 -0.735
H -3.965 0.617 2.524
C -0.519 -3.836 1.706
H 5.677 -10.113 5.887
O -7.586 -8.723 -0.294
H 0.362 -4.477 1.688
H 4.749 -6.407 5.832
H 4.602 -10.555 4.782
C 2.264 8.923 -0.126
H -0.887 1.838 -4.073
C 4.425 7.460 -0.018
H -11.505 -9.845 -1.855
H -5.826 2.299 -0.600
C 4.529 -7.345 6.340
O 1.862 6.183 0.827
C 3.270 8.111 0.814
H 6.830 -2.874 -1.280
O -5.626 -3.909 -6.866
H 5.035 6.874 0.669
F -4.124 -5.029 -4.199
H -4.725 -3.141 -4.460
C 5.747 -1.152 -3.292
C 4.416 5.496 2.550
H -2.224 4.936 -6.262
H 3.560 -7.243 6.828
H -9.937 -11.963 -1.930
H 2.454 4.977 4.429
H 4.667 9.496 3.804
H 5.612 -0.238 -3.872
C 7.312 -1.901 -1.178
O -4.475 3.621 1.352
H 3.975 -10.363 6.495
H 3.134 9.893 2.117
C -2.241 2.872 -5.288
H 4.489 9.729 1.098
H 7.109 -1.553 -0.165
H 4.368 5.016 1.572
C 4.541 8.718 3.051
C 3.830 9.144 1.739
H 2.801 8.119 4.170
H 4.826 -1.301 -2.728
H 4.085 7.185 4.618
H 1.203 -1.020 1.039
O -0.661 -2.150 -0.012
O -9.856 -9.124 -0.500
C -5.919 -4.458 -5.652
C -5.422 1.708 0.222
H 5.396 5.958 2.669
H 1.096 6.051 1.390
C -4.600 -4.105 -4.952
H -6.188 1.030 0.598
C -4.310 -3.931 -7.147
O -3.677 -4.080 -6.052
H -1.823 4.883 -4.626
C 0.879 -1.717 1.812
H 1.733 -2.285 2.179
H -5.556 1.242 3.054
H -0.899 -3.702 2.719
H -11.131 -10.751 -0.480
C -9.684 -10.911 -2.058
H 5.247 -7.476 7.150
H 0.282 -1.254 2.598

Force components x, y, z for each atom (eV/Å):
0.105 -0.123 0.041
0.852 -2.684 -0.642
-0.747 0.395 -0.567
0.198 0.128 0.034
0.378 -0.291 -0.073
0.102 -0.312 0.060
-0.352 0.456 0.964
1.586 2.222 3.781
0.101 -0.050 -0.266
0.060 -0.196 0.719
-0.055 -0.394 0.198
-0.304 -0.228 -0.143
1.476 2.049 0.387
1.173 -0.139 -0.140
-2.362 0.473 0.317
-0.068 0.818 -1.434
-0.082 0.115 -0.137
-0.916 -0.390 -1.251
-0.469 -0.368 -0.226
0.683 1.207 1.050
0.563 -0.045 0.454
0.511 0.038 -0.142
-0.790 4.256 0.713
-0.079 0.179 -0.026
0.038 0.303 0.028
0.320 0.373 -0.678
-0.032 -0.060 -0.166
0.698 0.048 -0.137
0.679 -0.566 -0.757
-1.589 -2.528 1.360
-0.138 0.170 -0.049
0.820 0.596 0.423
-0.522 0.194 0.663
1.545 -1.034 0.306
0.158 1.193 0.037
-0.212 0.287 0.004
-0.025 0.197 0.054
1.936 1.541 -2.298
-0.712 0.487 0.088
-0.144 0.017 -0.286
0.246 -0.668 -1.315
0.175 0.016 1.096
-1.946 -1.781 -1.064
0.140 -0.152 0.574
-0.056 -0.235 -0.185
-1.037 0.096 -0.043
-0.146 -1.269 0.343
0.023 -0.040 0.063
-0.875 -0.012 0.525
0.252 1.710 0.118
0.198 0.418 0.424
0.166 -0.538 0.189
-0.676 -1.707 -1.361
-0.569 -0.300 -1.545
-0.174 0.125 -0.219
-1.511 0.577 -3.107
0.362 0.370 -0.222
0.773 -2.004 2.799
0.738 0.140 0.080
0.123 0.430 1.889
-0.605 0.706 0.279
0.059 -0.751 -0.484
-0.164 -0.098 -0.071
0.848 -0.122 -0.003
1.264 0.802 0.418
-0.133 0.408 -0.428
0.237 -0.306 -0.192
-0.532 0.488 -0.499
-0.375 -4.768 0.035
0.231 0.110 -0.016
-0.815 -0.262 -0.470
-2.376 -1.956 -1.336
0.313 0.121 0.162
0.089 0.181 -0.039
-0.100 -0.185 0.201
-0.401 -1.943 -0.034
1.248 1.485 1.664
-0.457 0.217 -0.426
-0.266 -0.256 -0.092
0.626 -0.249 -0.208
0.298 0.613 0.625
1.499 -0.725 1.417
0.866 0.454 -0.673
0.189 0.123 0.974
-0.012 -1.166 -1.094
-0.070 0.566 -0.457
-0.534 -0.306 -0.509
-1.060 0.292 -1.795
-0.327 0.327 0.287
-1.811 2.087 -1.949
2.015 -0.055 2.832
0.128 -0.187 0.293
-0.020 -0.189 -1.900
-0.213 0.039 0.248
-0.424 -0.380 -0.862
0.316 0.225 -0.025
0.204 0.149 0.494
-0.724 1.116 2.330
0.101 -0.217 -0.059
0.299 0.102 0.058